#one
{
  "formula": "C4H39N2O13",
  "method": "ωB97M-V with the def2-TZVPD basis set",
  "homo_lumo_gap_ev": 9.053,
  "e_homo_ev": -11.79,
  "charge": 1,
  "elements": ["N", "C", "C", "N", "C", "C", "H", "H", "H", "H", "H", "H", "H", "H", "H", "H", "H", "H", "H", "H", "H", "O", "H", "H", "O", "H", "H", "O", "H", "H", "O", "H", "H", "O", "H", "H", "O", "H", "H", "O", "H", "H", "O", "H", "H", "O", "H", "H", "O", "H", "H", "O", "H", "H", "O", "H", "H", "O"],
  "positions_angstrom": [[-0.74, -0.07, -1.04], [-1.32, 1.32, -0.90], [-1.55, 1.37, 0.63], [-0.25, 1.43, 1.30], [0.31, 2.80, 1.48], [1.37, 3.20, 0.44], [-0.30, -0.33, -1.94], [-1.59, -0.69, -1.18], [-0.25, -0.36, -0.22], [-0.69, 2.14, -1.28], [-2.35, 1.39, -1.25], [-2.20, 0.58, 1.01], [-2.25, 2.17, 0.90], [-0.40, 0.87, 2.13], [0.87, 2.73, 2.42], [-0.45, 3.61, 1.47], [0.77, 3.58, -0.35], [2.16, 3.90, 0.79], [1.93, 2.27, 0.16], [-0.20, -2.56, -3.46], [-1.21, -3.53, -3.16], [-1.00, -2.91, -3.88], [-0.95, -1.55, 1.46], [-0.49, -1.74, 2.98], [-0.45, -1.17, 2.20], [1.24, -1.68, 0.54], [2.19, -1.83, -0.62], [1.38, -2.21, -0.26], [3.70, -1.72, 2.36], [2.23, -2.50, 2.80], [2.80, -1.75, 2.66], [-0.81, -3.40, -0.04], [-2.33, -3.49, 0.00], [-1.60, -2.90, 0.21], [0.67, -0.27, -4.80], [1.92, -0.33, -3.75], [1.04, -0.62, -3.99], [-2.51, -1.42, -3.88], [-1.97, -0.24, -3.18], [-2.50, -1.03, -2.96], [3.34, 2.19, 3.98], [3.17, 0.73, 3.64], [3.23, 1.32, 4.40], [-0.34, -4.76, 3.96], [0.76, -4.27, 3.01], [-0.02, -4.83, 3.05], [1.16, -1.64, 4.24], [0.57, -2.14, 5.51], [0.55, -2.31, 4.56], [-2.30, 4.14, -1.63], [-1.10, 4.45, -0.72], [-2.02, 4.10, -0.71], [1.86, 3.67, -2.45], [1.81, 2.96, -3.80], [1.30, 3.08, -3.00], [-0.84, 3.36, -3.98], [-2.09, 2.42, -3.95], [-1.31, 2.70, -3.47]]
}


#two
{
  "formula": "C4H39N2O13",
  "method": "ωB97M-V with the def2-TZVPD basis set",
  "homo_lumo_gap_ev": 8.876,
  "e_homo_ev": -11.00,
  "charge": 1,
  "elements": ["N", "C", "C", "N", "C", "C", "H", "H", "H", "H", "H", "H", "H", "H", "H", "H", "H", "H", "H", "H", "H", "O", "H", "H", "O", "H", "H", "O", "H", "H", "O", "H", "H", "O", "H", "H", "O", "H", "H", "O", "H", "H", "O", "H", "H", "O", "H", "H", "O", "H", "H", "O", "H", "H", "O", "H", "H", "O"],
  "positions_angstrom": [[0.73, -0.64, -3.10], [1.46, -1.14, -1.92], [2.43, -0.08, -1.41], [1.80, 1.22, -1.15], [0.57, 1.17, -0.36], [0.11, 2.61, -0.11], [-0.39, -0.87, -3.04], [1.09, -1.00, -3.98], [0.79, 0.40, -3.16], [0.76, -1.41, -1.14], [1.95, -2.08, -2.16], [3.23, 0.10, -2.14], [2.86, -0.53, -0.50], [2.49, 1.80, -0.68], [0.74, 0.63, 0.59], [-0.20, 0.62, -0.93], [-0.76, 2.58, 0.52], [0.89, 3.15, 0.43], [-0.10, 3.14, -1.02], [-3.05, -3.89, -1.93], [-2.15, -3.42, -0.75], [-2.19, -3.51, -1.73], [2.89, 4.72, -3.14], [2.11, 4.42, -4.46], [2.44, 4.03, -3.65], [-2.25, 3.28, -2.36], [-0.87, 2.68, -1.96], [-1.78, 2.87, -1.62], [1.34, 3.00, -2.87], [1.14, 2.17, -1.52], [0.76, 2.35, -2.40], [-1.96, -2.04, -2.60], [-2.23, -0.50, -2.36], [-1.78, -1.15, -2.99], [-3.39, -0.40, 1.87], [-2.42, -1.47, 1.24], [-2.49, -0.54, 1.54], [-1.04, -3.25, 1.11], [-2.42, -3.84, 1.49], [-2.02, -3.16, 0.95], [-0.08, 0.88, 4.49], [0.35, 2.31, 5.10], [0.67, 1.47, 4.78], [-2.51, 1.34, -1.26], [-2.74, 0.20, -0.13], [-2.89, 0.44, -1.09], [3.51, 0.45, 3.98], [2.03, 0.92, 3.90], [2.73, 0.42, 3.40], [-1.55, -0.36, 3.03], [-0.32, -0.96, 3.80], [-1.10, -0.38, 3.92], [1.53, -2.24, 4.41], [1.83, -1.10, 3.42], [1.22, -1.86, 3.59], [0.99, -4.21, 1.62], [0.83, -2.75, 2.19], [0.66, -3.33, 1.41]]
}


Stability verdict: #one, ahead by 0.293 eV


#one
{
  "formula": "H36O18",
  "method": "ωB97M-V with the def2-TZVPD basis set",
  "homo_lumo_gap_ev": 10.053,
  "e_homo_ev": -10.48,
  "elements": ["O", "H", "H", "O", "H", "H", "O", "H", "H", "O", "H", "H", "O", "H", "H", "O", "H", "H", "O", "H", "H", "O", "H", "H", "O", "H", "H", "O", "H", "H", "O", "H", "H", "O", "H", "H", "O", "H", "H", "O", "H", "H", "O", "H", "H", "O", "H", "H", "O", "H", "H", "O", "H", "H"],
  "positions_angstrom": [[0.68, 1.42, 0.10], [0.98, 1.90, 0.85], [1.07, 1.35, -0.78], [-1.31, 0.65, 3.60], [-2.10, 0.30, 3.14], [-1.49, 1.47, 4.07], [0.27, 0.82, -4.73], [-0.27, 1.34, -5.39], [0.87, 1.61, -4.73], [-2.83, 3.40, -2.53], [-3.25, 3.81, -1.76], [-2.04, 3.78, -2.89], [4.35, 2.38, 3.24], [4.05, 2.05, 4.09], [4.42, 1.50, 2.86], [-1.19, -1.91, 1.69], [-0.78, -1.44, 2.41], [-0.71, -1.76, 0.87], [0.74, -1.11, -0.26], [0.78, -0.15, -0.03], [0.60, -0.74, -1.20], [0.06, -4.06, -2.21], [-0.03, -3.83, -3.12], [0.64, -4.84, -2.39], [0.33, 2.50, -2.94], [1.04, 2.26, -2.35], [-0.71, 2.20, -2.69], [2.36, -1.83, 4.20], [1.47, -1.37, 4.12], [2.55, -1.76, 3.26], [-2.31, -3.96, -0.05], [-1.58, -4.45, -0.45], [-1.91, -3.17, 0.39], [3.00, 4.48, 0.39], [3.70, 3.98, -0.06], [3.38, 4.84, 1.19], [-3.07, -2.05, -2.34], [-2.77, -2.73, -1.63], [-2.40, -1.58, -2.82], [-4.46, -0.31, -1.11], [-3.67, -0.50, -1.65], [-5.05, -1.05, -1.18], [-4.74, 0.35, 1.45], [-5.03, -0.17, 2.22], [-4.42, -0.28, 0.74], [3.99, -1.89, 0.50], [4.11, -2.74, 0.08], [3.59, -1.42, -0.26], [2.50, 0.23, -2.34], [2.56, 0.61, -3.21], [1.78, -0.38, -2.36], [1.04, 0.54, 4.51], [0.38, 0.22, 5.11], [0.84, 1.45, 4.35]]
}


#two
{
  "formula": "H36O18",
  "method": "ωB97M-V with the def2-TZVPD basis set",
  "homo_lumo_gap_ev": 10.690,
  "e_homo_ev": -10.90,
  "elements": ["O", "H", "H", "O", "H", "H", "O", "H", "H", "O", "H", "H", "O", "H", "H", "O", "H", "H", "O", "H", "H", "O", "H", "H", "O", "H", "H", "O", "H", "H", "O", "H", "H", "O", "H", "H", "O", "H", "H", "O", "H", "H", "O", "H", "H", "O", "H", "H", "O", "H", "H", "O", "H", "H"],
  "positions_angstrom": [[1.81, 4.97, -2.55], [1.31, 4.12, -2.52], [1.76, 5.07, -1.59], [0.16, 3.28, -1.27], [-0.35, 2.48, -1.47], [-0.45, 3.98, -1.73], [1.31, -5.84, -1.10], [2.31, -5.81, -0.91], [0.96, -5.22, -0.43], [-4.35, -0.12, -3.98], [-3.51, 0.36, -4.19], [-3.94, -0.42, -3.17], [4.41, 1.05, 3.28], [5.28, 1.27, 3.38], [4.04, 0.83, 2.46], [0.36, 0.72, 0.46], [0.38, 1.36, 1.23], [0.69, -0.10, 0.76], [2.19, -3.45, -1.68], [1.16, -3.24, -1.58], [2.65, -2.61, -1.54], [-1.37, -4.61, -0.59], [-1.33, -4.86, -1.51], [-0.47, -4.76, -0.31], [-0.27, 0.18, -2.28], [-0.19, 0.50, -1.42], [-0.95, -0.43, -2.10], [0.61, -2.45, 3.04], [-0.15, -2.12, 3.48], [1.28, -2.81, 3.59], [-5.43, 0.66, -1.28], [-5.61, 0.55, -0.30], [-6.03, -0.07, -1.59], [4.86, 2.86, 1.02], [4.66, 2.91, 0.12], [4.39, 3.45, 1.55], [-0.31, -1.59, 0.04], [-0.31, -1.81, -0.82], [-0.74, -1.39, 0.81], [-2.66, 0.77, -0.96], [-2.89, 1.27, -0.15], [-3.51, 0.36, -1.22], [-3.60, 5.11, -0.43], [-3.03, 5.20, -1.22], [-4.36, 4.71, -0.83], [-2.77, -2.47, 2.35], [-3.31, -3.22, 2.09], [-1.86, -2.95, 1.99], [3.74, -0.96, 1.29], [4.15, -0.88, 2.27], [2.73, -1.23, 1.47], [2.04, 2.20, 3.25], [2.97, 2.22, 3.50], [1.54, 2.94, 3.30]]
}


#three
{
  "formula": "H36O18",
  "method": "ωB97M-V with the def2-TZVPD basis set",
  "homo_lumo_gap_ev": 10.368,
  "e_homo_ev": -10.64,
  "elements": ["O", "H", "H", "O", "H", "H", "O", "H", "H", "O", "H", "H", "O", "H", "H", "O", "H", "H", "O", "H", "H", "O", "H", "H", "O", "H", "H", "O", "H", "H", "O", "H", "H", "O", "H", "H", "O", "H", "H", "O", "H", "H", "O", "H", "H", "O", "H", "H", "O", "H", "H", "O", "H", "H"],
  "positions_angstrom": [[-2.47, 0.58, -0.80], [-2.61, 1.32, -0.16], [-2.86, 0.00, -0.12], [-4.07, 2.12, 0.89], [-4.16, 2.79, 0.20], [-3.99, 2.66, 1.67], [-2.76, 2.99, -2.15], [-3.40, 2.39, -1.69], [-1.93, 2.53, -2.05], [-1.58, 2.80, 0.61], [-0.94, 3.01, 1.28], [-1.27, 2.85, -0.30], [1.21, 3.22, -2.49], [2.09, 3.17, -2.88], [0.85, 2.43, -1.98], [-4.30, 1.15, -3.52], [-3.47, 1.59, -3.18], [-4.74, 1.79, -4.08], [4.14, 1.07, 0.03], [3.89, 1.07, -0.91], [5.06, 0.89, 0.21], [0.65, -3.54, -0.27], [0.43, -4.04, -1.06], [0.31, -4.04, 0.46], [-0.05, -1.80, -4.49], [-0.75, -1.42, -3.95], [-0.47, -2.69, -4.40], [-1.97, -4.23, 1.70], [-2.57, -3.88, 1.03], [-1.77, -5.14, 1.43], [1.63, -0.67, 4.63], [1.53, -0.05, 3.82], [2.58, -0.62, 4.70], [0.99, 2.89, 2.59], [1.28, 2.55, 1.75], [1.65, 3.56, 2.77], [0.30, 1.05, -1.33], [1.14, 0.61, -1.54], [-0.17, 1.03, -0.51], [1.86, -0.09, 1.60], [2.53, 0.40, 1.11], [2.38, -0.84, 1.99], [1.04, -3.11, 4.96], [0.81, -3.01, 4.05], [1.33, -2.24, 5.38], [2.54, -0.02, -1.99], [2.78, -0.35, -1.08], [1.96, -0.63, -2.46], [-0.99, -1.87, -1.28], [-1.00, -1.43, -0.42], [-0.64, -1.03, -1.66], [3.00, -2.44, 1.45], [2.20, -2.85, 1.93], [2.75, -2.49, 0.51]]
}


Stability verdict: #three, ahead by 1.290 eV